The following is a quantum chemistry calculation of C33H44CsF5N8O5S as an isolated structure, from the OMol25 dataset.

Summary:
ΔE to the lowest compared entry with this formula, charge and spin ... 20.60 kcal/mol
Calculated total energy ... -82068.1572 eV
Total charge ... -2

Last column: Löwdin charge in e.
Element x y z (Å)
Cs  0.61123  -0.95523  -2.49487  1.2452
C  4.66148  -1.00263  4.77756  -0.0497
C  4.39663  0.35827  4.12162  -0.5628
C  5.72764  0.96520  3.65904  -0.0511
C  3.77943  1.28931  5.16528  -0.0740
C  3.48899  0.16305  2.90983  -0.1685
C  3.91484  -0.64440  1.85358  -0.0077
C  3.09688  -0.81120  0.75063  -0.1001
N  1.90443  -0.23599  0.64662  0.1047
C  1.46023  0.48501  1.66014  -0.2109
C  2.22904  0.73517  2.79852  0.0359
C  0.08174  1.02022  1.48001  -0.2059
C  -0.29146  2.26614  1.95350  0.0272
C  -1.56912  2.75860  1.68127  -0.1562
C  -2.42640  1.91949  0.98713  0.0221
C  -1.98294  0.66058  0.59252  -0.0964
N  -0.75435  0.21753  0.81331  0.1323
C  -1.95088  4.16757  2.12015  -0.5575
C  -0.97214  5.17004  1.49194  -0.0414
C  -1.86683  4.26068  3.64927  -0.0537
C  -3.36609  4.53913  1.67946  -0.0604
H  5.32177  -0.88309  5.64036  0.0793
H  5.13291  -1.69523  4.07999  0.0781
H  3.72792  -1.45552  5.11574  0.0902
H  6.38913  1.11944  4.51534  0.0793
H  5.56377  1.92731  3.17066  0.0908
H  6.23810  0.31422  2.94901  0.0769
H  4.46559  1.40000  6.00778  0.0795
H  2.83811  0.89344  5.54935  0.0836
H  3.59106  2.28162  4.75181  0.0858
H  4.87624  -1.14137  1.87364  0.1080
H  3.40350  -1.42370  -0.08933  0.0948
H  1.81564  1.33748  3.59585  0.0997
H  0.43928  2.88007  2.46682  0.1084
H  -3.42933  2.21403  0.71500  0.1123
H  -2.65470  -0.00037  0.05442  0.0953
H  0.05318  4.99192  1.81883  0.0741
H  -1.24669  6.18891  1.77559  0.0820
H  -0.99574  5.09761  0.40378  0.0951
H  -0.85751  4.04875  4.00655  0.0726
H  -2.54702  3.54629  4.11729  0.0863
H  -2.14003  5.26563  3.98034  0.0793
H  -3.47486  4.49322  0.59539  0.0941
H  -3.58937  5.55973  1.99697  0.0829
H  -4.11210  3.87801  2.12420  0.0854
C  -2.20105  -3.34580  0.97069  -0.0902
N  -1.26027  -4.35689  0.52622  -0.1821
C  -1.17216  -5.48055  1.44296  -0.0861
C  -0.02431  -3.84853  0.05768  -0.4821
N  0.39708  -2.66397  0.16708  0.1441
N  0.69515  -4.82610  -0.64207  0.1010
C  1.86516  -4.41503  -1.35460  -0.5672
N  1.61745  -4.32362  -2.70958  0.1375
N  2.96850  -4.23991  -0.75653  0.1352
H  -3.19014  -3.80064  1.05696  0.0854
H  -2.25682  -2.53344  0.24779  0.0667
H  -1.93552  -2.92217  1.95090  0.0916
H  -2.13262  -6.00031  1.48089  0.0762
H  -0.92092  -5.15254  2.46268  0.0849
H  -0.40649  -6.17536  1.10733  0.0753
H  -0.18306  -2.05037  0.73068  0.0170
H  0.06555  -5.34960  -1.23619  0.1212
H  0.67071  -4.03710  -2.93270  0.0262
H  2.33929  -3.83601  -3.23535  0.0495
H  3.64487  -3.86706  -1.42508  0.0332
O  -4.46808  6.27685  -4.10181  -0.0833
C  -4.76586  5.09571  -3.81904  -0.7068
O  -5.88596  4.55155  -3.77393  -0.0669
C  -3.56240  4.18149  -3.47979  -0.1194
C  -2.25950  4.64183  -3.60811  -0.0343
C  -1.20966  3.79827  -3.28164  -0.1650
N  -1.34912  2.54499  -2.85288  0.1067
C  -2.60711  2.08898  -2.75368  -0.1961
C  -3.72140  2.87395  -3.03842  0.0363
C  -2.81244  0.62454  -2.35594  -0.6818
O  -3.91718  0.30622  -1.87489  -0.0424
O  -1.84361  -0.15489  -2.57052  -0.3930
H  -2.09053  5.65318  -3.95326  0.0987
H  -0.18564  4.15801  -3.35804  0.0893
H  -4.71268  2.46113  -2.92173  0.1138
C  -3.38455  -4.74227  -2.64819  -0.2582
S  -2.66423  -3.09750  -2.61191  0.8385
C  -3.22251  -2.53995  -4.20989  -0.2360
O  -1.19191  -3.34779  -2.77160  -0.6521
H  -4.47199  -4.67710  -2.61062  0.0519
H  -3.01352  -5.24969  -1.75818  0.0342
H  -3.05361  -5.26333  -3.54690  0.0517
H  -4.30031  -2.38316  -4.17419  0.0648
H  -2.93962  -3.27080  -4.96686  0.0567
H  -2.72330  -1.58239  -4.35137  0.0464
F  2.45404  -1.88002  -4.43738  -0.2269
C  3.68847  -1.85819  -3.69903  -0.2659
F  3.38527  -0.95699  -2.62242  -0.2442
C  4.57546  -1.00358  -4.58766  -0.6263
F  5.72234  -0.67930  -3.95497  0.0991
F  4.92331  -1.68077  -5.70587  0.0928
F  4.04629  0.17110  -5.02094  0.0950


The following is a quantum chemistry calculation of C33H44F10IN2O5S3 as an isolated structure in a non-equilibrium geometry, from the OMol25 dataset.

Summary:
Calculated total energy ... -115922.2633 eV
Total charge ... +1

Last column: Löwdin charge in e.
Element x y z (Å)
C  4.22910  2.28668  0.05332  -0.0796
C  3.12728  2.90333  0.96519  -0.1936
C  2.12978  1.79606  1.30533  -0.2200
O  1.35168  1.54560  0.14111  -0.1245
C  0.12258  0.85531  0.36992  -0.2762
C  0.34073  -0.61870  -0.09256  -0.2916
C  0.69260  -1.39910  1.19455  -0.2054
C  1.30912  -2.78845  0.96865  -0.1993
C  2.18826  -3.14737  2.19385  -0.1927
S  3.95736  -3.10601  1.89682  0.5571
O  4.43906  -4.44404  1.92092  -0.2709
O  4.56481  -2.22367  2.82056  -0.2577
O  4.22962  -2.51669  0.43937  -0.1544
C  -0.85544  -1.18493  -0.90156  -0.5717
S  -1.86401  -2.28261  0.10546  0.9848
N  -1.59223  -0.13844  -1.74492  -0.2231
I  0.07598  0.43502  -3.06024  1.4507
C  -2.36109  -0.78078  -2.87997  -0.4272
C  -2.67324  -0.12510  -4.02520  -0.1610
C  -3.30218  -0.75220  -5.05754  -0.0058
C  -3.60757  -2.08784  -4.93127  -0.0191
C  -3.22699  -2.67335  -3.77982  -0.1024
N  -2.61852  -2.05151  -2.78619  0.1068
C  -2.18545  1.01281  -0.99328  -0.2330
C  -2.71296  2.15851  -1.89920  -0.1105
C  -4.10774  2.02632  -2.57718  -0.1491
C  -5.14095  3.04177  -2.13846  -0.2194
O  -6.21287  2.95506  -3.07671  -0.1788
C  -7.47770  2.90005  -2.43912  -0.0974
C  -3.28134  0.74212  0.08050  -0.3261
F  -3.89560  1.89775  0.37984  0.1404
F  -2.68124  0.39632  1.26221  0.1037
C  -4.49932  -0.24824  -0.07449  -0.3155
F  -5.54742  0.47782  -0.53962  0.1250
F  -4.41054  -1.26338  -0.94526  0.1194
C  -5.09646  -0.79658  1.29764  -0.3427
F  -5.25942  0.18622  2.18438  0.1864
F  -6.34426  -1.19560  0.96762  0.1570
C  -4.49205  -2.05790  1.97562  -0.5641
F  -3.36171  -1.84173  2.63958  0.1477
F  -4.41854  -3.10163  1.16048  0.1492
F  -5.40801  -2.40078  2.92064  0.1596
C  -0.95625  1.74330  -0.31328  -0.1976
C  -1.26990  2.87581  0.70854  -0.1145
C  -1.18602  4.32830  0.13082  -0.2394
C  0.01422  5.13566  0.64048  -0.5010
S  0.98068  5.80383  -0.78222  0.7097
H  4.43534  2.95473  -0.78282  0.0697
H  5.16652  2.12992  0.57883  0.0752
H  3.87624  1.36412  -0.40243  0.0627
H  3.59617  3.28535  1.86630  0.1168
H  2.65791  3.67747  0.36691  0.0606
H  1.53190  2.10741  2.16885  0.1256
H  2.73921  0.94287  1.62049  0.1204
H  -0.10599  0.82220  1.43311  0.1394
H  1.28003  -0.66717  -0.63316  0.1110
H  -0.08472  -1.36219  1.95606  0.1173
H  1.51229  -0.80469  1.60798  0.1078
H  1.87129  -2.80744  0.04052  0.1049
H  0.50687  -3.51914  0.97340  0.0877
H  1.94691  -4.15203  2.52303  0.1074
H  1.99612  -2.48716  3.03461  0.1082
H  4.15650  -3.23555  -0.20574  0.1008
H  -0.41203  -1.82730  -1.65387  0.0756
H  -2.08819  -3.31927  -0.71836  -0.0604
H  -2.47624  0.92373  -4.16197  0.0711
H  -3.54124  -0.19767  -5.95009  0.1325
H  -4.09693  -2.64016  -5.71516  0.1255
H  -3.45083  -3.72942  -3.67630  0.1290
H  -2.79225  3.07321  -1.32410  0.1035
H  -1.97977  2.40840  -2.66290  0.0897
H  -4.49470  1.01078  -2.59507  0.1087
H  -3.96485  2.24439  -3.63744  0.1165
H  -5.55445  2.86147  -1.14816  0.1050
H  -4.73612  4.05813  -2.18144  0.1383
H  -7.65201  1.92915  -1.96684  0.0872
H  -7.58171  3.69417  -1.69608  0.0921
H  -8.24649  3.05232  -3.19168  0.0906
H  -0.45407  2.33050  -1.07518  0.0859
H  -2.12236  2.74084  1.36316  0.1155
H  -0.44548  2.88942  1.41932  0.0958
H  -1.24334  4.32803  -0.95161  0.0728
H  -2.08692  4.82637  0.49579  0.1148
H  -0.25649  6.02522  1.19856  0.0697
H  0.72972  4.56096  1.22355  0.0465
H  1.31264  4.65161  -1.39573  -0.1567
F  11.51286  -3.61642  2.07964  0.0568
C  10.29056  -3.74290  2.63160  -0.2901
C  9.17571  -3.47736  1.86173  -0.0162
C  7.91769  -3.61251  2.43094  -0.0788
C  7.79105  -3.99970  3.75714  -0.0882
C  8.92444  -4.25794  4.51580  -0.0803
C  10.18588  -4.13434  3.95070  -0.0184
H  9.29690  -3.16930  0.83144  0.1150
H  7.03454  -3.41550  1.84043  0.0807
H  6.80758  -4.09957  4.19689  0.1001
H  8.82747  -4.55640  5.55108  0.1047
H  11.08106  -4.33872  4.52294  0.1176


HOMO-LUMO gap? In order: 6.347, 4.361 eV.